A 13-piece molecular cluster, C39H78BBr24N3O9P overall, computed with wB97M-V/def2-TZVPD.

## Properties
- Gap between HOMO and LUMO: 0.209 hartree
- Highest occupied orbital energy: -0.17189 Ha

Geometry as ORCA input:
```
! wB97M-V def2-TZVPD RIJCOSX def2/J DEFGRID3
* xyz -1 1
Br -0.64875 -4.39972 2.49585
C -4.81447 2.23822 -4.27752
H 5.95393 5.31901 -3.28900
C 2.18374 -2.62049 -5.37341
H 3.52383 -3.74380 7.45759
C 2.26946 1.91451 4.79868
Br 5.39362 -4.75963 6.32306
H 4.02867 -0.56738 4.38599
H -1.33283 1.78005 2.21989
H -6.88521 2.97275 -7.17938
H 1.97940 -3.17029 8.13086
H 5.96385 0.61909 3.54752
Br 9.01786 -3.17838 7.92207
H 0.18407 6.14692 -5.99496
H -2.79718 4.89749 -4.14247
H -9.30484 2.61781 -6.24960
B -2.98025 2.04450 -3.09794
C 4.67224 -1.08098 3.67448
H -7.27892 1.44891 -3.89521
Br -1.55333 -1.94727 5.56645
H 4.87538 0.46212 2.15351
H -2.10628 -0.38510 7.41234
Br -2.75027 -4.80805 -0.49868
H 0.90787 3.40410 -5.29348
C -2.01679 -1.46663 7.38780
C 7.36523 -3.91830 10.14531
C 3.53419 -3.12418 -4.93505
H -4.28281 2.16953 -0.62421
H 1.58533 0.59200 6.32101
C -3.26451 -2.17187 7.84634
C -3.19217 1.28229 1.31889
P -6.04193 1.92176 -5.59524
H 8.67803 -2.19309 10.17925
H -5.84935 0.48924 1.10049
H -6.25149 4.79754 -4.23102
H -0.43996 -6.14326 0.73597
Br 4.98783 -2.13542 -5.76611
H 2.30785 -5.74594 8.04439
Br 5.63770 -2.28269 -1.44785
C 6.36803 -5.48646 4.80400
Br -0.42983 -0.54514 -0.74571
O -3.80351 2.04109 2.07579
H -0.84449 -3.24269 -0.20184
H -7.39242 3.36450 -2.96736
C -0.72874 6.46068 -5.50604
H -0.72729 7.53826 -5.42388
H 3.68074 -3.04695 -3.86149
H 3.32212 -1.42016 -0.24945
C 2.44537 -0.78490 -0.17864
H 5.40754 -4.73355 -1.61336
H 1.19100 -2.40543 -0.80301
H -1.27935 0.25962 1.35532
N -3.85079 0.40126 0.40880
H 2.12276 -2.44479 -6.44194
C -5.02292 -0.22232 1.03146
H 3.67479 -4.15661 -5.24901
C 1.22907 1.00069 5.37788
C -4.49940 3.66497 -3.78661
H 2.35104 2.84982 5.34216
C 6.29208 -4.10032 -1.63741
C -10.19068 3.19595 -5.99570
H 2.17623 -5.61137 6.27909
H -11.02738 2.52314 -5.84329
C 0.52673 3.15330 -4.30698
Br 2.12303 -2.72693 5.69593
H -5.39675 -1.59583 2.60384
O -5.63816 0.88912 -6.56639
C -10.45953 4.23954 -7.04434
H 6.63678 -6.50569 5.05976
O -3.58476 1.63846 -4.41980
Br 1.97219 2.40067 2.93385
Br 6.90683 -0.93910 1.87717
C 5.33318 3.55494 -4.34570
C -0.87541 -4.31788 -0.35525
H -3.70659 -1.25381 2.35983
Br 5.83137 -2.79403 9.74332
H 7.27113 -4.88451 4.72567
H 4.49793 3.91497 -4.93752
H -10.45324 3.79185 -8.03536
Br 8.97624 -3.65063 -0.73153
H -3.51070 -0.10146 -2.50371
O -2.03136 4.73524 -6.54066
C -4.23230 1.11597 -0.87220
O -2.75191 6.89489 -6.75067
H 7.23645 -4.83714 9.58269
N -0.92278 3.02832 -4.30943
C -5.70679 4.47136 -3.34680
C 5.55478 -5.39532 3.54181
Br -0.41835 1.91594 5.82549
C -0.18441 -5.08899 0.73926
H 1.40697 -3.32288 -5.07814
H 6.19306 3.81806 -2.37098
C -4.68986 -0.80403 2.38763
H -1.01428 2.62537 -2.21805
C 1.32772 -1.34820 -1.03696
N -6.61363 3.74300 -2.44958
Br -4.86398 -1.37575 7.07771
H 7.40308 -5.53618 -0.49610
Br 3.04876 0.96896 -0.78130
H -3.38289 -2.07385 8.92324
Br 4.15838 -6.74774 3.48786
H -1.29204 1.78936 0.46028
H 6.17918 -5.58893 2.67224
H -5.18649 0.71067 -1.18193
H 0.99421 2.20301 -4.01786
H -5.37764 5.36844 -2.83472
H -1.12200 2.45169 -5.11891
C 5.54322 4.33591 -3.06842
Br 1.72420 -0.94870 -4.49853
C -3.67254 4.61766 -4.70657
H -0.95896 1.20384 -3.29721
H -4.74967 -0.04643 3.15252
H -9.74823 5.05766 -7.01162
H 2.16987 -0.65937 0.86230
Br -9.78883 3.99351 -4.27384
Br 4.99175 1.67317 -3.98695
H 1.52941 -1.21946 -2.09844
C -3.23170 0.81560 -1.98998
O -3.61627 3.34766 -2.73685
O -6.44869 3.27090 -6.37380
H -4.22199 5.54174 -4.86073
Br -0.01324 -5.20800 7.39453
H -1.16451 -1.77312 7.99252
H 0.89604 -4.97851 0.66351
C -3.22480 4.12117 -6.04577
H -2.30911 0.56399 -1.46284
C -1.68069 1.27178 1.32805
H 3.23333 1.40847 4.79215
Br -12.23208 5.02543 -6.84988
H -5.29135 1.78574 -3.39313
C -1.92447 6.07768 -6.32467
H 0.80981 3.86454 -3.55222
C -1.36470 2.21318 -3.15925
Br 3.88894 4.67921 -2.12303
H -0.81106 6.06244 -4.50490
H 6.24066 3.57805 -4.94529
C 8.66205 -3.22113 9.83438
H 0.95426 0.18781 4.71165
H 9.49795 -3.76353 10.26978
C 1.92520 -5.14175 7.22482
C 5.47348 -0.08446 2.87817
O -7.38793 1.40517 -4.85235
H -3.27420 -3.22206 7.57449
O -3.76809 3.30466 -6.75845
H 6.75896 -4.16899 -2.61453
H 5.05991 -4.43785 3.42430
H 5.29062 -1.79795 4.20509
C 2.44139 -3.73390 7.32668
H -5.32925 -1.02600 0.37246
H -0.44039 -4.55882 -1.32352
H 7.29382 -4.13163 11.20931
H 6.84905 -4.14285 0.45610
Br 3.47274 -2.10467 2.53812
C 7.22283 -4.46346 -0.51150
H -7.01828 4.35873 -1.76141
*
```



A 2-piece molecular cluster, CH5NO4S overall, computed with wB97M-V/def2-TZVPD.

## Properties
- ΔE to the lowest compared entry with this formula, charge and spin: 111.2 kcal/mol
- Gap between HOMO and LUMO: 0.376 hartree
- Highest occupied orbital energy: -0.36758 Ha

Geometry as ORCA input:
```
! wB97M-V def2-TZVPD RIJCOSX def2/J DEFGRID3
* xyz 0 1
H -0.02626 -1.27604 -0.22507
O -2.36311 0.64234 -1.06638
N -0.35106 1.10163 0.62467
H 0.23207 1.02032 1.44973
O -1.42749 -1.15257 0.39898
C 0.42592 1.30357 -0.35161
H 1.75667 -2.13253 0.84802
H 1.53375 1.36230 -0.49738
O 1.61855 -1.22663 0.52752
H -0.23387 1.21262 -1.34580
S -2.06236 0.17266 0.28737
O 0.89719 -1.02769 -0.65006
*
```



A 2-piece molecular cluster, C4H2N4S overall, computed with wB97M-V/def2-TZVPD.

## Properties
- ΔE to the lowest compared entry with this formula, charge and spin: 70.7 kcal/mol
- Gap between HOMO and LUMO (spin up / spin down): 0.308 / 0.223 hartree
- Highest occupied orbital energy (spin up / spin down): -0.29561 / -0.35464 Ha

Geometry as ORCA input:
```
! wB97M-V def2-TZVPD RIJCOSX def2/J DEFGRID3
* xyz 0 3
N -0.32609 2.32803 0.59108
C 1.28530 0.40164 0.55904
C -1.64686 -1.52459 0.23037
N -1.48791 -2.57654 0.67815
S -4.10277 0.41950 0.16650
N -2.56263 0.51919 -0.30107
H -2.22824 1.42306 -0.66721
C 0.42469 1.45787 0.59704
C 1.99494 -0.56862 0.50256
H 2.61559 -1.41221 0.45313
N -1.61390 -0.33225 -0.26882
*
```



C24H28N4O4S2 in the gas phase, computed with wB97M-V/def2-TZVPD.

## Properties
- Structure (SMILES): O=C(CN(Cc1cccs1)C(=O)CSc1nnc(COc2ccccc2)o1)NC1CCCCC1
- ΔE to the lowest compared entry with this formula, charge and spin: 0.0 kcal/mol
- Gap between HOMO and LUMO: 0.333 hartree
- Highest occupied orbital energy: -0.32188 Ha

Geometry as ORCA input:
```
! wB97M-V def2-TZVPD RIJCOSX def2/J DEFGRID3
* xyz 0 1
C 1.27006 -1.92332 -3.41960
C -3.46550 -1.35905 1.82175
H -5.31292 -1.08249 0.77823
H 0.02541 -2.93639 -1.98812
O -0.69958 -3.54186 0.72412
C 1.85666 -0.93114 -2.41996
C 0.88828 -2.09665 1.83302
H 0.77941 0.81073 -3.13822
C 2.18772 3.29665 -0.33952
H -0.22134 -3.65174 2.74420
O 0.94937 -1.41677 3.00839
N 1.92632 -0.28975 1.39561
H 1.95270 -2.76655 -3.54222
H 0.98935 3.02267 2.80751
H 2.00905 -1.42706 -1.46001
C -0.46292 -0.25571 -1.74550
S -0.98368 1.32176 1.47443
C 0.94415 3.35608 1.77147
H -1.18012 -0.72912 -3.71443
H -0.50705 -3.12284 -3.66549
C 3.19208 1.90387 3.05263
N 1.48599 1.16420 -1.24583
H -1.56361 -1.78826 2.66630
H 3.23684 3.21793 -0.64146
H -1.13366 0.59686 -1.62482
C 3.12808 2.15624 1.54651
H 2.82072 -0.56271 -2.77598
C -2.22894 -1.98598 1.84097
O 0.73334 3.05645 -2.22866
C 1.36815 2.49002 -1.35963
C -0.33986 2.90228 1.15400
N 2.09922 2.86380 1.04150
C 0.23024 -3.43451 1.76692
H 1.99355 0.75550 -0.47224
C -1.14745 3.59262 0.30533
C -2.33338 1.62349 0.45638
H 1.15813 -1.43851 -4.39254
S 1.88787 0.90447 3.84956
H 0.98941 -4.19194 1.54344
H 0.96556 4.45423 1.75574
H -0.93739 4.59033 -0.03458
C -1.88037 -2.84834 0.81078
H -3.06749 0.85278 0.32881
C -0.09142 -2.41789 -2.94192
H -4.68863 -2.61612 -1.05809
H -0.35196 -0.75083 -0.77856
H 3.18795 2.84928 3.59779
C -2.28775 2.86109 -0.09369
O 4.07247 1.80033 0.87034
H 4.13800 1.39174 3.23447
H -3.03330 3.24200 -0.76735
H -3.72656 -0.69205 2.63023
C -4.00212 -2.43724 -0.24417
N 1.46269 -1.44548 0.88196
H -2.01499 -1.58562 -2.41357
C -4.35319 -1.57685 0.78513
H -2.48862 -3.75208 -1.01780
C -1.03915 -1.23785 -2.75793
C 0.90732 0.24504 -2.20764
C 1.61410 -0.29782 2.65455
H 1.87056 4.34033 -0.40996
C -2.77778 -3.07225 -0.23261
*
```